No. 1
64
Properties=species:S:1:pos:R:3:forces:R:3:mulliken_charge:R:1 method="wB97M-V/def2-TZVPD" total_charge=-1 max_force_ha_per_bohr=0.072 e_homo_ev=-3.7 energy_ev=-71761.8713 e_above_lowest_ev=2.364
Tl 0.0320 0.0107 -2.0747 0.22 -0.46 -0.47 0.869
I -5.5629 0.5425 -3.2127 -0.43 0.59 0.49 0.016
Cl -5.3375 -3.7702 -6.7378 -0.06 -0.81 -0.76 -0.301
O -2.4828 -0.3327 -2.8979 0.31 0.57 0.15 -0.634
O 1.7566 -1.9114 -2.7787 1.02 -1.25 0.58 -0.737
N 1.9633 -0.5063 -0.2138 0.74 0.36 -0.77 -0.318
N -0.0310 1.9110 5.3869 1.43 1.26 -0.28 -0.276
N -0.8915 2.7722 4.7460 1.97 0.88 1.88 0.710
N 0.9684 2.5628 5.9329 -2.75 0.18 0.21 -0.683
N 4.1158 -0.4939 0.2907 0.38 -1.12 -0.44 -0.006
N -1.1594 0.9193 0.7391 1.77 -1.43 0.78 -0.170
N -0.9990 -2.2280 -4.1946 1.87 -0.24 -1.08 -0.114
N -1.8689 1.9126 2.6184 1.65 -1.07 -0.51 0.343
C 3.5579 0.5945 0.9678 0.09 -0.07 -1.12 -0.902
C 0.0552 0.2072 2.7713 -0.02 -0.63 1.73 -0.910
C -2.6162 2.3544 1.5460 0.02 0.15 -0.32 -0.446
C 2.5939 -2.7595 -2.2332 -1.46 2.36 0.08 0.560
C -3.0113 -1.0255 -3.7790 -2.50 -0.90 0.24 0.748
C -0.0835 6.4389 4.9940 -0.24 -0.58 -0.30 -0.536
C -4.3848 -2.7629 -5.7378 -0.10 1.32 1.60 -0.075
C -0.9534 0.9577 2.0347 -2.04 1.68 -0.19 0.214
C 4.5925 -3.1068 -0.8743 -0.47 0.51 0.41 -0.653
C -2.1541 -3.8584 -6.0743 -0.57 -0.01 -0.59 -0.453
C -5.0690 -1.8156 -4.9969 -1.53 0.30 0.35 -0.167
C -2.2846 -2.1291 -4.4736 -2.50 0.51 -0.60 -0.112
C -3.0175 -2.9280 -5.4678 2.47 0.13 0.65 0.666
C -0.5065 4.0805 5.1020 0.41 0.33 -2.57 0.743
C -2.0374 2.2927 4.0441 -0.43 -1.18 -1.21 -0.975
C -0.1992 -3.0536 -4.9098 -0.89 1.06 0.36 -0.450
C -0.7995 5.3409 4.4888 0.11 0.23 1.51 -0.531
C 3.1252 -1.1365 -0.4523 0.08 2.50 2.73 -0.170
C -2.1515 1.7467 0.4242 -0.89 0.77 0.29 -0.584
C 3.5800 -4.9294 -1.9537 -0.39 -1.46 -1.53 -0.634
C 0.9727 6.3057 5.9181 0.50 -1.03 0.90 -0.311
C 0.6617 3.9464 5.8584 -0.35 -1.47 0.07 0.238
C 2.2355 0.6215 0.5491 1.30 -0.79 0.02 -0.465
C 3.4145 -2.3483 -1.1099 0.89 -1.56 -1.87 0.702
C 4.6412 -4.4297 -1.2524 1.75 -0.47 1.58 -0.483
C 2.7221 -4.0947 -2.6394 -0.64 -1.17 -0.45 -0.251
C 1.3340 5.0421 6.4247 -0.61 0.78 -0.85 -0.641
C -0.7857 -3.9154 -5.8335 -1.95 0.52 0.67 -0.893
C -4.4880 -0.9474 -4.0708 3.21 -1.24 -0.82 -0.658
H 1.0243 0.6436 2.5554 0.23 -0.27 0.23 0.057
H 5.0604 -0.9478 0.3404 -1.48 1.28 0.27 0.234
H -0.1258 0.2834 3.8768 0.26 -0.22 -1.13 0.453
H 4.2320 1.2906 1.4729 -0.63 -0.24 -0.08 0.395
H -1.5731 5.4951 3.7376 0.10 -0.19 0.28 0.373
H -2.7315 3.1145 4.0477 -0.63 0.03 0.08 0.427
H -0.3030 -4.7341 -6.2544 1.35 -0.94 -0.99 0.408
H 1.4770 1.3913 0.6667 0.25 -0.31 0.19 0.804
H -2.4895 1.8440 -0.5872 -0.25 0.05 -0.25 0.442
H 5.4783 -5.0995 -0.8836 -1.13 0.93 -0.56 0.263
H 5.4853 -2.7194 -0.3800 -0.40 0.10 0.34 0.136
H -0.3582 7.4531 4.7199 0.07 -0.22 -0.39 0.349
H -2.4306 1.3825 4.5294 0.16 0.69 0.27 0.245
H -2.6466 -4.4683 -6.8361 0.52 -0.29 0.21 0.312
H 2.0104 4.8819 7.2586 0.36 0.15 -0.50 0.376
H -6.1959 -1.7796 -5.0610 1.35 -0.01 -0.26 0.224
H 1.5525 7.1849 6.2332 -0.58 -0.36 0.00 0.330
H 2.1056 -4.4835 -3.4815 0.22 0.35 1.03 0.240
H -3.4687 2.9763 1.5773 -0.55 0.72 0.59 0.427
H 3.5012 -6.0219 -2.0444 0.08 0.44 -0.44 0.346
H 0.0572 -0.8622 2.4930 0.06 0.60 -0.09 0.350
H 0.8915 -2.9022 -4.8494 -0.73 -0.34 0.61 0.539

No. 2
44
Properties=species:S:1:pos:R:3:forces:R:3:mulliken_charge:R:1 method="wB97M-V/def2-TZVPD" total_charge=+2 max_force_ha_per_bohr=0.107 e_homo_ev=-14.4 energy_ev=-80305.7521 e_above_lowest_ev=0.920
I 3.1465 -0.0169 -3.4702 -0.20 -0.39 0.17 -0.089
Sc 0.5535 0.0412 -0.2439 1.19 -1.61 -0.83 -0.059
Cl 0.8745 -1.9679 -1.3383 -0.17 0.78 0.34 -0.292
S 0.1614 -1.0180 1.8608 -0.22 -0.38 0.29 0.023
P -1.6159 0.3247 -1.5940 -1.53 -0.48 -1.89 1.148
O -1.1341 2.3226 1.5913 2.01 -2.04 -3.14 -0.135
O 4.4014 2.5373 -4.1363 0.14 -2.15 -0.70 -0.389
N 0.6507 -0.2818 4.3980 -0.39 -0.93 -1.46 0.169
N -1.4076 -1.3901 4.0046 1.27 -0.08 -1.07 0.036
C 4.4692 1.3980 -4.5043 0.43 2.67 0.23 0.488
C -1.7093 -1.7987 5.3735 -0.59 -0.23 0.44 -1.176
C -2.6691 -1.1606 -1.8708 0.40 -0.04 0.52 -1.166
C 1.7758 0.4253 3.7939 0.48 0.01 -0.16 -1.046
C -2.3770 -1.8050 2.9982 -0.27 -0.31 -0.47 -0.881
C -0.2230 -0.9003 3.5756 -0.62 1.13 1.54 0.489
C -0.9712 0.6137 -3.2931 0.34 0.10 0.28 -1.185
C -0.5420 1.7283 0.7984 -2.36 3.02 3.92 0.375
C 0.8126 -0.4580 5.8381 0.16 0.22 0.63 -1.007
C 5.3584 0.8381 -5.5954 -0.05 0.08 0.07 -0.882
C -2.8784 1.6365 -1.4302 0.50 -0.09 0.43 -1.136
H 2.4560 0.6967 4.6012 -0.02 0.08 -0.25 0.375
H -3.4286 1.4672 -0.5024 -0.11 0.16 -0.09 0.382
H -1.8530 -0.9295 6.0289 0.09 -0.36 -0.12 0.394
H -1.9112 -2.4856 2.2733 -0.32 0.10 0.19 0.407
H 0.8805 0.5432 6.2688 0.06 -0.17 0.13 0.398
H -0.2575 -0.1786 -3.5611 -0.27 0.23 -0.01 0.328
H -3.1842 -2.3203 3.5164 0.05 0.09 -0.30 0.320
H 1.4369 1.3312 3.2769 0.05 -0.12 0.20 0.239
H 4.7512 0.3790 -6.3852 0.08 0.00 0.29 0.314
H -3.5591 1.5973 -2.2862 0.15 0.00 0.15 0.406
H -2.0243 -2.0209 -2.0848 -0.22 0.16 0.03 0.348
H -2.3779 2.6049 -1.3880 -0.21 0.10 -0.04 0.412
H 1.7499 -0.9978 6.0109 -0.13 0.12 0.05 0.391
H -1.8275 0.6148 -3.9835 0.30 0.04 0.17 0.397
H -2.7842 -0.9339 2.4690 0.08 -0.20 0.12 0.259
H 2.3001 -0.2155 3.0733 0.02 0.18 0.35 0.432
H -3.2511 -1.3570 -0.9618 0.07 -0.06 -0.26 0.350
H -3.3470 -0.9732 -2.7142 0.21 0.04 0.24 0.433
H -0.9605 -2.5103 5.7542 -0.35 0.34 -0.08 0.441
H 5.9435 1.6666 -6.0244 -0.30 -0.24 0.27 0.305
H 0.0058 -0.9906 6.3244 0.43 0.27 -0.18 0.317
H -2.6669 -2.3237 5.3246 0.30 0.11 0.19 0.375
H 6.0458 0.0886 -5.1834 -0.29 0.09 -0.04 0.311
H -0.4518 1.5818 -3.3301 -0.15 -0.22 -0.17 0.382